The following is a DFT calculation (wB97M-V/def2-TZVPD) of C8H17O5PS2 in the gas phase in a non-equilibrium geometry.

The calculation puts the calculated total energy at -1828.8994 hartree. As for the lowest unoccupied orbital energy: 0.53 eV. The HOMO energy comes out at -9.19 eV. The value obtained for the energy above the lowest of the compared OMol25 structures with the same formula, charge and spin is 41.8 kcal per mole.

Geometry (Å):
1 C 2.9651 1.0305 1.4574
2 C 3.3451 0.6567 0.0255
3 O 3.4329 -0.7313 -0.2410
4 C 2.2501 -1.4744 -0.0889
5 C 1.1119 -1.0784 -1.0271
6 O -0.0965 -1.6562 -0.5077
7 C -1.1655 -0.7706 -0.2883
8 P -2.5533 -1.8752 0.3679
9 S -2.9209 -1.7730 2.2754
10 C -0.8814 0.3146 0.7203
11 C -2.0152 1.3240 0.8777
12 S -2.4806 1.9381 -0.7151
13 O -3.6261 2.7635 -0.6635
14 O -1.3135 2.5320 -1.2834
15 O -2.8359 0.5856 -1.4868
16 C -1.6554 -0.2294 -1.6360
17 H 3.8229 1.3282 2.0438
18 H 2.4717 0.2351 2.0026
19 H 2.2896 1.8782 1.4592
20 H 2.6947 1.1842 -0.6700
21 H 4.3385 1.0417 -0.1602
22 H 2.5115 -2.4986 -0.3227
23 H 1.8582 -1.4890 0.9282
24 H 1.0417 -0.0129 -1.1900
25 H 1.2952 -1.5306 -1.9963
26 H -3.6564 -1.6597 -0.4742
27 H -2.1038 -3.1616 0.0324
28 H -0.6746 -0.0912 1.7046
29 H -0.0089 0.8884 0.4320
30 H -1.7094 2.1814 1.4575
31 H -2.8898 0.8979 1.3561
32 H -0.8976 0.3385 -2.1588
33 H -1.9446 -1.0866 -2.2309



The following is a DFT calculation (wB97M-V/def2-TZVPD) of a 3-piece molecular cluster, C9H22FN2O6PS3 overall in a non-equilibrium geometry.

The calculation puts the calculated total energy at -2552.6640 hartree. As for the lowest unoccupied orbital energy: -0.95 eV. The HOMO energy comes out at -8.71 eV.

Geometry (Å):
1 C -0.6523 0.9627 2.5736
2 C -0.8909 0.4927 1.1262
3 C -0.8808 -1.0058 1.0302
4 F -2.1455 -1.4854 1.1821
5 O -0.3656 -1.4643 -0.1918
6 C 0.6000 -2.3914 -0.0788
7 O 1.7112 -2.0664 -0.0587
8 N 0.2159 -3.7591 0.0000
9 C -0.1358 -4.0487 1.4128
10 O -0.1686 -5.4437 1.6248
11 N -1.1407 -5.7390 2.6698
12 O -0.8224 -5.3362 3.6992
13 P 1.4875 -4.8011 -0.5493
14 S 2.2556 -4.3677 -2.2723
15 H 0.1981 1.6224 2.6236
16 H -1.5189 1.4598 2.9696
17 H -0.4713 0.1038 3.2138
18 H -0.1909 0.9323 0.4342
19 H -1.8545 0.8517 0.8168
20 H -0.3033 -1.3881 1.8626
21 H -1.1135 -3.6179 1.6114
22 H 0.5695 -3.5414 2.0696
23 H 0.8589 -6.0513 -0.6021
24 H 2.4979 -4.9099 0.4259
25 C 3.0406 -0.0900 -1.8246
26 S 3.1787 1.6811 -1.5690
27 O 2.1998 2.0529 -0.5106
28 C 2.4542 2.1543 -3.1464
29 H 3.4017 -0.5925 -0.9339
30 H 1.9986 -0.3551 -1.9937
31 H 3.6504 -0.3829 -2.6801
32 H 1.4499 1.7377 -3.2287
33 H 3.0841 1.7901 -3.9580
34 H 2.4049 3.2408 -3.1840
35 C -1.5341 5.3418 -0.2578
36 S -2.7085 4.2469 0.5497
37 O -1.9313 3.0985 1.0852
38 C -3.5094 3.6831 -0.9586
39 H -0.8946 5.7739 0.5089
40 H -0.9267 4.7738 -0.9629
41 H -2.0747 6.1364 -0.7727
42 H -2.7713 3.2269 -1.6187
43 H -3.9899 4.5284 -1.4514
44 H -4.2618 2.9458 -0.6857



The following is a DFT calculation (wB97M-V/def2-TZVPD) of C4H6O in the gas phase in a non-equilibrium geometry.

The calculation puts the calculated total energy at -231.1653 hartree. As for the lowest unoccupied orbital energy: 1.18 eV. The HOMO energy comes out at -8.72 eV. The value obtained for the energy above the lowest of the compared OMol25 structures with the same formula, charge and spin is 36.7 kcal per mole.

Geometry (Å):
1 C 2.4020 0.1771 0.1695
2 C 1.1360 0.0924 -0.3380
3 O 0.0531 0.3379 0.4444
4 C -1.1258 0.0152 -0.1967
5 C -2.3343 -0.1953 0.3864
6 H 3.2889 -0.1697 -0.3422
7 H 2.3870 0.5693 1.2186
8 H 0.9745 -0.4394 -1.3694
9 H -0.9621 -0.0504 -1.3123
10 H -2.5142 -0.0453 1.4762
11 H -3.3052 -0.2916 -0.1365



The following is a DFT calculation (wB97M-V/def2-TZVPD) of C18H38N6O4Ta as an isolated structure.

The calculation puts the calculated total energy at -1394.3054 hartree. As for the lowest unoccupied orbital energy: -10.84 eV. The HOMO energy comes out at -19.15 eV. The net charge is +3. The value obtained for the energy above the lowest of the compared OMol25 structures with the same formula, charge and spin is 23.5 kcal per mole.

Geometry (Å):
1 Ta 0.6014 0.0917 0.2901
2 C -0.4207 -3.0640 1.5028
3 C 0.8685 -2.6939 2.2166
4 N 1.6947 -1.6477 1.4773
5 C 2.8388 -2.3656 0.7887
6 C 3.3186 -1.4713 -0.3181
7 N 2.1016 -1.1863 -1.1114
8 C 1.6482 -2.3606 -1.9118
9 C 0.9834 -1.8770 -3.2024
10 C 0.2890 -0.5295 -3.0284
11 N -0.4488 -0.4435 -1.7246
12 C -1.4900 -1.5012 -1.6268
13 C -2.3866 -1.1105 -0.4829
14 N -1.5464 -0.8754 0.7487
15 C -1.5957 -2.1063 1.6431
16 H -0.7466 -4.0248 1.9073
17 H -0.2139 -3.2594 0.4464
18 H 1.5034 -3.5726 2.3131
19 H 0.6825 -2.3723 3.2426
20 H 2.1873 -1.1221 2.1996
21 H 2.4527 -3.2965 0.3769
22 H 3.5950 -2.6127 1.5322
23 H 4.0839 -1.9421 -0.9364
24 H 3.7291 -0.5320 0.0608
25 H 2.3603 -0.4579 -1.7714
26 H 0.9628 -2.9610 -1.3134
27 H 2.5079 -2.9964 -2.1292
28 H 0.2814 -2.6318 -3.5564
29 H 1.7319 -1.7731 -3.9890
30 H -0.4328 -0.3660 -3.8300
31 H 0.9910 0.3039 -3.0610
32 H -0.9949 0.4160 -1.7800
33 H -1.0337 -2.4756 -1.4688
34 H -2.0479 -1.5466 -2.5643
35 H -3.1443 -1.8634 -0.2793
36 H -2.9044 -0.1869 -0.7363
37 H -2.0395 -0.1468 1.2628
38 H -2.5188 -2.6338 1.4125
39 H -1.7129 -1.7877 2.6774
40 N 0.1120 0.0370 2.7903
41 C -0.5763 1.2757 3.1956
42 C 0.0072 2.3362 2.3048
43 O -0.2704 3.4960 2.3878
44 N 0.9164 1.8148 1.3414
45 C 1.6289 2.9401 0.7470
46 C 2.2108 2.4811 -0.5487
47 O 2.9221 2.9978 -1.3266
48 O 1.7405 1.1752 -0.7742
49 H 1.0491 0.1263 3.1774
50 H -0.2941 -0.7598 3.2646
51 H -1.6568 1.1987 3.0581
52 H -0.3987 1.5442 4.2381
53 H 0.9717 3.7914 0.5578
54 H 2.4207 3.2949 1.4116
55 C -1.8920 3.8919 -1.4255
56 C -3.0728 3.2376 -0.7157
57 C -2.3655 2.3461 0.2819
58 O -1.1668 1.8462 -0.4295
59 C -0.9431 2.7291 -1.6091
60 H -1.4421 4.6631 -0.7994
61 H -2.1581 4.3428 -2.3794
62 H -3.6829 2.6558 -1.4090
63 H -3.7183 3.9573 -0.2165
64 H -2.9615 1.4900 0.5979
65 H -2.0338 2.9152 1.1493
66 H -1.1884 2.1537 -2.5081
67 H 0.1067 3.0043 -1.6386



Number 1: frontier orbital gap 9.72 eV. Number 2: frontier orbital gap 7.76 eV. Number 3: frontier orbital gap 9.91 eV. Number 4: frontier orbital gap 8.31 eV.